[1]
DFT (ωB97M-V/def2-TZVPD) results for a structure of composition C39H53Cl48FO5P2S3 in a non-equilibrium geometry.

Element x y z (Å)
C 7.4693 -1.7661 3.3525
C 6.9603 -2.8073 2.2879
S 5.8419 -1.9089 1.1402
C 4.5719 -1.0219 2.0496
C 3.0857 -0.9929 1.5588
P 2.4323 0.0363 3.0340
S 0.6149 0.6734 3.0211
C 2.4050 -2.4051 1.4949
C 0.9398 -2.5125 1.9980
C 0.6522 -2.6955 3.4900
C -0.8886 -2.9773 3.6020
O -1.4325 -2.5255 4.8480
C -0.8598 -3.2728 5.8214
C 0.0348 -2.5000 6.7935
O -1.0356 -4.3486 5.9243
C 3.2033 -3.5492 2.1838
F 3.5266 -3.3549 3.5063
C 2.5085 -4.9472 2.0728
C 3.4552 -5.9647 2.7837
O 2.3854 -2.9370 0.1417
S 1.3736 -2.1714 -0.8338
O 1.8631 -2.3822 -2.1468
O 0.0401 -2.6809 -0.8572
C 1.4596 -0.4325 -0.3599
C 2.8668 -0.0809 0.2679
C 2.8011 1.4602 0.5630
C 1.6210 2.2366 0.3661
C 1.5354 3.6183 0.6448
C 2.6162 4.3356 1.1283
C 3.8024 3.6321 1.2806
C 3.8808 2.2715 1.0117
P 4.0743 -0.3815 -1.1509
C 3.4419 0.2034 -2.7953
C 5.6835 0.5239 -1.0192
H 7.0101 -0.7918 3.1742
H 8.5446 -1.6370 3.2656
H 7.1614 -2.0762 4.3512
H 6.3413 -3.5407 2.8190
H 7.7656 -3.3073 1.7628
H 4.6009 -1.3248 3.1105
H 4.8678 0.0385 2.1175
H 2.6267 -0.8486 4.1376
H 3.3238 1.1135 3.2904
H 0.2783 -1.7057 1.6663
H 0.4949 -3.3798 1.4902
H 0.8258 -1.8367 4.1376
H 1.1265 -3.5512 3.9751
H -1.0861 -4.0469 3.4995
H -1.4230 -2.4843 2.7842
H -0.0782 -2.8459 7.8177
H 1.0676 -2.6840 6.4833
H -0.1415 -1.4264 6.7622
H 4.1338 -3.7822 1.6540
H 2.4251 -5.2482 1.0297
H 1.5464 -5.0055 2.5746
H 3.0671 -6.9751 2.6384
H 3.5538 -5.7668 3.8502
H 4.4306 -5.8685 2.2964
H 0.6663 -0.1503 0.3449
H 1.2316 0.1940 -1.2280
H 0.6827 1.8167 0.0348
H 0.5746 4.1735 0.5134
H 2.4817 5.3820 1.3577
H 4.6764 4.1711 1.6232
H 4.8941 1.8442 1.1453
H 4.2375 0.7322 -3.3426
H 2.6555 0.9408 -2.7047
H 3.1586 -0.6232 -3.4443
H 6.4290 0.1274 -1.7150
H 5.5247 1.5699 -1.3428
H 6.1397 0.5749 -0.0329
C -2.5439 4.5319 2.1088
Cl -3.6098 4.2637 0.7265
Cl -3.1632 3.7143 3.5517
Cl -0.8814 4.0053 1.7438
H -2.5141 5.5933 2.3121
C -4.2979 8.2399 1.9062
Cl -5.3769 7.9405 0.5426
Cl -4.7840 7.2841 3.3076
Cl -2.6269 7.8772 1.4667
H -4.3619 9.2864 2.1669
C -4.1968 -5.2583 -2.5897
Cl -3.7832 -6.7981 -1.8306
Cl -4.7159 -5.5050 -4.2617
Cl -5.4627 -4.4359 -1.6866
H -3.3139 -4.6296 -2.5909
C 1.2708 2.9670 -4.5499
Cl 1.5041 1.4129 -5.3565
Cl 1.9452 2.9172 -2.9226
Cl 1.9901 4.2670 -5.5066
H 0.2040 3.1200 -4.4496
C -3.0531 2.3676 -4.2919
Cl -2.7062 2.2020 -6.0158
Cl -1.5727 2.7371 -3.4149
Cl -4.2891 3.5942 -4.0210
H -3.4214 1.4233 -3.9176
C -3.9106 0.4902 5.4930
Cl -4.4417 2.1705 5.6126
Cl -2.6940 0.3304 4.2341
Cl -3.3040 -0.1024 7.0424
H -4.7664 -0.1074 5.2125
C -6.3321 0.0519 -4.3414
Cl -7.4136 1.4460 -4.3553
Cl -5.0361 0.2561 -5.5251
Cl -5.6581 -0.1988 -2.7285
H -6.9044 -0.8241 -4.6125
C 3.5385 -6.8918 -5.8649
Cl 2.6023 -6.5225 -7.3209
Cl 3.9743 -8.6018 -5.8262
Cl 4.9805 -5.8804 -5.7840
H 2.9270 -6.6790 -5.0042
C -4.6127 7.8785 7.3650
Cl -4.4691 6.4015 6.4101
Cl -3.8668 7.6691 8.9498
Cl -3.8867 9.2441 6.5126
H -5.6624 8.0883 7.5093
C 0.2969 6.8483 -2.2299
Cl 0.8050 5.3694 -1.3962
Cl 0.0409 6.5634 -3.9483
Cl -1.1757 7.4703 -1.4818
H 1.0781 7.5870 -2.1222
C -7.6833 3.1309 -8.0493
Cl -9.2779 2.7698 -7.3799
Cl -6.5156 3.4120 -6.7585
Cl -7.1411 1.8213 -9.1020
H -7.7604 4.0315 -8.6406
C -1.6914 -2.8340 -5.3207
Cl -2.8614 -3.9097 -4.5505
Cl -2.4209 -1.2641 -5.6763
Cl -0.2605 -2.6291 -4.2999
H -1.3782 -3.2811 -6.2584
C -0.2113 -4.6035 -8.7832
Cl 0.2577 -4.1098 -10.4101
Cl 0.4904 -3.5221 -7.5778
Cl -1.9707 -4.6442 -8.6285
H 0.1688 -5.5999 -8.6073
C -9.0470 -1.2218 -0.7918
Cl -8.6409 -1.3516 -2.5058
Cl -7.6370 -0.7396 0.1550
Cl -10.3693 -0.0804 -0.5535
H -9.3705 -2.1927 -0.4464
C 8.4490 2.5872 3.0037
Cl 6.7695 2.6157 2.4311
Cl 8.5278 3.1094 4.6864
Cl 9.1265 0.9733 2.8225
H 9.0324 3.2735 2.4072
C -5.7958 -0.3523 1.0861
Cl -5.9552 -1.8377 0.1560
Cl -4.9551 -0.6430 2.6110
Cl -4.9603 0.8857 0.1444
H -6.7876 0.0084 1.3155

Properties
HOMO energy	-7.4	eV
HOMO-LUMO gap	7.642	eV
E_LUMO	0.3	eV

[2]
DFT (ωB97M-V/def2-TZVPD) results for a cluster of 2 separate species, C5H10O in total in a non-equilibrium geometry.

Element x y z (Å)
C -1.5327 0.1672 1.6457
C -2.9373 -0.0663 1.0315
C -3.1437 -0.4777 -0.1882
H -1.4895 0.3374 2.7639
H -0.9312 -0.7740 1.4964
H -1.0531 0.8799 0.9718
H -3.7195 -0.0467 1.6796
H -4.1143 -0.4787 -0.6848
H -2.2946 -0.9100 -0.6147
C 2.3398 -0.9810 -1.4320
C 2.3408 0.3720 -1.2390
O 2.6092 0.9120 0.0811
H 2.1760 -1.4740 -2.4100
H 2.5290 -1.7371 -0.5801
H 2.5263 1.0967 -1.9546
H 3.0962 1.7252 -0.2252

Properties
HOMO energy	-9.3	eV
HOMO-LUMO gap	10.091	eV
E_LUMO	0.8	eV
relative energy (zero: lowest compared OMol25 entry of this formula, charge and spin)	312.4	kJ/mol

[3]
DFT (ωB97M-V/def2-TZVPD) results for a cluster of 2 separate species, C2H2NOS2 in total in a non-equilibrium geometry.

Element x y z (Å)
C -0.2899 0.5653 1.6450
C -0.3041 0.3787 -2.6036
N 0.5729 -0.3480 2.1268
O -0.3468 1.5492 -2.7414
S -0.5327 -1.1401 -3.0457
S -0.7082 0.6017 0.0109
H 0.5358 -0.6520 3.0353
H 1.0730 -0.9548 1.5728

Properties
HOMO energy (spin up / spin down)	-2.0 / -2.0	eV
HOMO-LUMO gap (spin up / spin down)	5.228 / 5.229	eV
E_LUMO (spin up / spin down)	3.2 / 3.2	eV
net charge	-1
relative energy (zero: lowest compared OMol25 entry of this formula, charge and spin)	227.8	kJ/mol

[4]
DFT (ωB97M-V/def2-TZVPD) results for a cluster of 8 separate species, C22H28Cl14N2O3S2 in total in a non-equilibrium geometry.

Element x y z (Å)
O 0.5355 3.9150 -1.1676
C -0.0080 2.8641 -0.9221
C 0.1299 1.7153 -1.9288
C -0.4523 0.3806 -1.5000
C -1.7079 0.1414 -1.0928
C -2.7433 1.2382 -0.9605
C -2.8773 1.5563 0.5695
C -3.3777 2.9829 0.8513
S -3.2240 3.2912 2.6586
C -1.4661 3.4880 3.0274
S -0.6957 4.7875 2.4566
N -0.8470 2.4983 3.8258
C -0.6045 1.1915 3.5275
C 0.0001 0.6781 4.6479
N 0.0906 1.6595 5.5925
C -0.4087 2.7441 5.0989
C -2.1824 -1.2513 -0.7356
O -3.3675 -1.4874 -0.6167
C -1.1759 -2.3478 -0.5655
C 0.0745 -2.1219 -0.9551
C 0.4791 -0.8095 -1.5830
O 1.5687 -0.7592 -2.1158
H -0.6114 2.8017 0.0064
H 1.2121 1.5555 -2.0506
H -0.2167 2.0303 -2.9222
H -3.7372 0.8947 -1.2732
H -2.4580 2.1256 -1.5335
H -1.8538 1.5002 0.9687
H -3.4482 0.7918 1.1053
H -2.8275 3.7625 0.3136
H -4.4452 3.0106 0.6007
H -0.8430 0.6820 2.6062
H 0.3321 -0.3481 4.7233
H -0.4704 3.6856 5.6266
H -1.5155 -3.2850 -0.1280
H 0.8086 -2.9186 -0.8030
C 3.5092 -4.3789 -0.8256
Cl 4.6699 -5.6707 -0.5055
Cl 2.0891 -4.5082 0.2245
H 3.9900 -3.4236 -0.6471
H 3.1872 -4.4454 -1.8590
C 7.6444 -6.6128 -2.6727
Cl 7.0282 -5.4545 -3.8567
Cl 8.7830 -7.7482 -3.4049
H 8.1513 -6.0653 -1.8851
H 6.8088 -7.1688 -2.2629
C -5.5882 -3.5426 1.1771
Cl -4.2792 -3.7894 2.3398
Cl -7.1520 -3.3729 1.9843
H -5.3840 -2.6402 0.6116
H -5.6291 -4.3978 0.5120
C -3.2032 7.3869 4.8724
Cl -4.2725 6.8125 3.5923
Cl -2.3569 6.0396 5.6465
H -2.4744 8.0645 4.4416
H -3.7922 7.9019 5.6230
C 8.6811 -2.1227 -3.5101
Cl 8.8451 -0.3637 -3.5286
Cl 8.4822 -2.7400 -1.8644
H 7.8096 -2.4000 -4.0936
H 9.5731 -2.5624 -3.9417
C 5.1161 -4.5580 -6.9997
Cl 6.1715 -4.5451 -8.4156
Cl 5.2865 -3.0768 -6.0473
H 4.0870 -4.6419 -7.3308
H 5.3781 -5.4057 -6.3756
C -7.8088 5.3675 2.8719
Cl -8.3648 6.4491 1.5902
Cl -6.6798 4.1546 2.2562
H -7.3055 5.9552 3.6321
H -8.6666 4.8600 3.2987

Properties
HOMO energy	-8.9	eV
HOMO-LUMO gap	7.230	eV
E_LUMO	-1.6	eV

[5]
DFT (ωB97M-V/def2-TZVPD) results for a structure of composition C31H35ClN2Si2Zr in a non-equilibrium geometry.

Element x y z (Å)
C -2.2346 -0.0942 -0.2351
C -2.7859 0.2661 -1.5044
C -2.3940 -0.7370 -2.4420
H -3.4850 1.0782 -1.7230
C -1.5895 -1.7270 -1.7693
C -1.4553 -1.2957 -0.3983
H -1.0362 -1.9185 0.3869
H -2.5074 0.3354 0.7258
H -2.7524 -0.8155 -3.4575
H -1.2695 -2.6868 -2.1724
Zr -0.2890 0.1088 -1.8919
Si -0.6730 -0.5793 -5.6362
C -0.4564 0.9527 -6.6918
C 0.6687 0.9262 -7.5277
H 1.3014 0.0293 -7.5787
C 0.9716 2.0370 -8.3111
H 1.9303 2.0726 -8.8322
C 0.0372 3.0707 -8.4095
H 0.2653 3.9388 -9.0257
C -1.1951 2.9774 -7.7584
H -1.9524 3.7450 -7.9138
C -1.4542 1.9064 -6.8953
H -2.4197 1.7915 -6.3882
C -0.5412 -1.7610 -7.2058
C -1.1846 -1.4790 -8.4307
H -2.0757 -0.8489 -8.4278
C -0.6579 -1.9668 -9.6303
H -1.1232 -1.7013 -10.5742
C 0.4687 -2.8002 -9.6442
H 0.9148 -3.1490 -10.5841
C 0.9983 -3.2014 -8.4188
H 1.8507 -3.8819 -8.3740
C 0.4469 -2.7331 -7.2269
H 0.8403 -3.1487 -6.3075
H -1.9754 -0.5422 -4.9872
Si 3.2075 0.8947 -5.5520
C 2.2628 -0.6751 -5.1761
C 0.8641 -0.9109 -4.5909
H 0.7033 -0.1647 -3.7466
C 0.5182 -2.2940 -4.1827
H -0.5207 -2.5632 -3.9702
C 1.4624 -3.2912 -4.1494
H 1.2244 -4.2661 -3.7186
C 2.7465 -3.0191 -4.6167
H 3.5290 -3.7560 -4.4942
C 3.1273 -1.7613 -5.1074
H 4.1837 -1.6141 -5.3636
C 2.2257 2.3397 -4.8581
C 1.2579 2.2519 -3.8203
H 1.5285 1.6094 -2.9521
C 0.0880 3.0238 -3.9184
H -0.8276 2.7421 -3.3975
C 0.0561 4.1376 -4.7637
H -0.8372 4.7570 -4.8540
C 1.1656 4.4134 -5.5649
H 1.1422 5.2731 -6.2382
C 2.2489 3.5217 -5.6272
H 3.1102 3.6921 -6.2849
H 4.4107 0.9190 -4.8441
Cl 1.9717 -0.8157 -1.8457
N -0.4816 2.2561 -0.8794
C 0.2991 2.5497 0.3735
C 0.4171 1.3188 1.2414
N 0.7010 0.1507 0.3854
H -0.3635 3.0026 -1.5635
H -1.4758 2.3832 -0.6759
H 1.2891 2.9088 0.0829
H -0.2055 3.3617 0.9059
H 1.2007 1.4871 2.0002
H -0.5023 1.1237 1.8066
H 1.6937 0.1341 0.1262
H 0.6603 -0.7144 0.9215

Properties
HOMO energy (spin up / spin down)	-11.9 / -11.9	eV
HOMO-LUMO gap (spin up / spin down)	4.223 / 4.224	eV
E_LUMO (spin up / spin down)	-7.7 / -7.7	eV
net charge	+2
relative energy (zero: lowest compared OMol25 entry of this formula, charge and spin)	532.8	kJ/mol

[6]
DFT (ωB97M-V/def2-TZVPD) results for a cluster of 2 separate species, C17H19NO in total in a non-equilibrium geometry.

Element x y z (Å)
C 1.7298 -0.4962 -2.3851
C 1.8446 0.8315 -1.4835
C 0.4164 -1.2472 -2.0596
C 0.3734 -2.0885 -0.9971
C -0.7105 -0.6930 -2.5971
C -0.8027 -2.7968 -0.7148
C -1.9440 -1.2822 -2.2592
C -1.9631 -2.3736 -1.3306
O -2.9607 -2.9831 -0.7011
H 1.6034 -0.1573 -3.4501
H 2.4440 -1.2962 -2.3418
H 0.9202 1.4253 -1.2235
H 1.2886 -2.4576 -0.5613
H -0.7196 0.2791 -3.0695
H -0.8943 -3.7309 -0.2598
H -2.9535 -0.9682 -2.5334
H -3.8411 -2.6582 -0.8651
H 2.3867 1.6572 -1.9270
H 2.3034 0.4384 -0.5941
C 3.2323 2.0154 1.9834
C 0.6677 1.7612 1.4019
C 1.9916 1.2373 1.8198
C -0.1868 0.6046 1.4735
C 1.8997 -0.1120 2.2359
C 0.0766 2.9557 1.0258
C -1.2610 2.9692 1.0285
C -2.0725 1.7643 0.8343
C -1.4845 0.4896 1.0143
N 0.5115 -0.5082 2.0913
H 0.7684 3.6473 0.7121
H -1.8827 3.8833 1.3227
H -3.0419 1.7795 0.3977
H 3.7564 2.1358 2.8969
H 2.8533 3.0523 1.6859
H 2.4674 -0.7614 2.7447
H 0.1926 -1.4189 1.9777
H -2.1465 -0.3931 1.0572
H 3.7577 1.7298 1.0580

Properties
HOMO energy	-7.6	eV
HOMO-LUMO gap	8.291	eV
E_LUMO	0.7	eV
relative energy (zero: lowest compared OMol25 entry of this formula, charge and spin)	500.5	kJ/mol

[7]
DFT (ωB97M-V/def2-TZVPD) results for a structure of composition C19H22BaN4O2Se3Si.

Element x y z (Å)
Ba -0.0352 -0.1539 -0.8260
Se 2.5517 0.0844 2.4277
Se 2.9436 2.0475 1.1990
C 3.5791 1.1682 -0.3910
C 4.9420 1.1728 -0.6469
C 5.4062 0.5476 -1.7950
C 4.4927 -0.0674 -2.6312
C 3.1533 -0.0275 -2.2809
N 2.6920 0.5879 -1.1938
C 0.7068 0.4131 2.8609
C 0.3346 0.3707 4.1960
C -0.9909 0.6028 4.5268
C -1.8854 0.9000 3.5141
C -1.4201 0.9199 2.2094
N -0.1526 0.6585 1.8705
H 5.6181 1.6443 0.0512
H 6.4646 0.5317 -2.0181
H 4.7975 -0.5841 -3.5294
H 2.4224 -0.5349 -2.9017
H 1.0776 0.1777 4.9566
H -1.3089 0.5707 5.5603
H -2.9269 1.1079 3.7115
H -2.1109 1.1409 1.4079
O -3.7958 0.8915 -0.4665
N -2.6194 0.9412 -0.8792
N -2.1023 2.0997 -1.1094
O -0.8324 2.1218 -1.5061
C -2.7465 3.3595 -0.8938
C -1.9898 4.3624 -0.3006
C -2.5601 5.6056 -0.0901
C -3.8711 5.8453 -0.4803
C -4.6107 4.8389 -1.0814
C -4.0565 3.5843 -1.2902
H -0.9624 4.1520 -0.0377
H -1.9787 6.3922 0.3726
H -4.3147 6.8191 -0.3192
H -5.6304 5.0278 -1.3900
H -4.6311 2.7915 -1.7422
C -1.0872 -4.6147 0.0345
Si 0.6882 -4.7001 -0.6079
C 1.5892 -6.0213 0.3878
C 0.6240 -5.2661 -2.4087
Se 1.7202 -2.7368 -0.4171
H -1.5597 -5.6000 0.0500
H -1.7021 -3.9644 -0.5933
H -1.1036 -4.2148 1.0502
H 1.1420 -7.0077 0.2455
H 1.5612 -5.7823 1.4523
H 2.6374 -6.0719 0.0892
H 0.3190 -6.3121 -2.4928
H 1.6056 -5.1570 -2.8720
H -0.0836 -4.6624 -2.9813

Properties
HOMO energy	-7.2	eV
HOMO-LUMO gap	6.398	eV
E_LUMO	-0.8	eV
relative energy (zero: lowest compared OMol25 entry of this formula, charge and spin)	41.6	kJ/mol

[8]
DFT (ωB97M-V/def2-TZVPD) results for a cluster of 2 separate species, C4H9O3 in total in a non-equilibrium geometry.

Element x y z (Å)
O -0.6511 -1.6874 -0.4145
C 0.3292 -0.9920 -0.7914
O 1.4356 -1.3345 -1.2144
C 0.1701 0.5593 -0.6520
C 1.1294 1.0346 0.4691
C 0.7483 2.4188 1.0180
H -0.8137 0.9808 -0.5102
H 0.5072 1.0678 -1.5570
H 2.1383 0.9907 0.0818
H 1.0829 0.2577 1.2359
H 1.2505 3.1885 0.4307
H -0.3143 2.6055 0.8609
H 0.9225 2.4583 2.0932
H -3.3437 -0.7261 0.5832
H -1.8300 -0.8203 0.5952
O -2.5970 -0.4167 1.0803

Properties
HOMO energy	-4.3	eV
HOMO-LUMO gap	8.370	eV
E_LUMO	4.0	eV
net charge	-1
relative energy (zero: lowest compared OMol25 entry of this formula, charge and spin)	10.9	kJ/mol

[9]
DFT (ωB97M-V/def2-TZVPD) results for the molecule C25H27F3N2O3.

Element x y z (Å)
C 9.3367 2.2439 0.7379
O 8.6381 1.0351 0.8900
C 7.3436 0.9589 0.4487
C 6.7277 -0.2712 0.6195
C 5.4122 -0.4291 0.1965
C 4.7276 0.6631 -0.3881
C 5.3456 1.8909 -0.5605
C 6.6532 2.0287 -0.1398
H 7.1394 2.9818 -0.2729
H 4.8254 2.7226 -1.0125
N 3.4552 0.2538 -0.6749
C 3.3318 -1.0835 -0.3404
C 4.5089 -1.5363 0.1989
C 4.7933 -2.9026 0.7139
H 4.0010 -3.5843 0.4182
H 5.7377 -3.2624 0.3101
H 4.8734 -2.8955 1.8016
C 2.0932 -1.8474 -0.6039
O 2.1113 -2.9211 -1.1812
N 0.9283 -1.2758 -0.1956
C 0.7908 -0.1916 0.7445
H 0.3559 -0.5823 1.6743
C -0.1154 0.8962 0.1640
H 0.3804 1.3043 -0.7203
H -0.2306 1.7002 0.8940
C -1.4936 0.3525 -0.2552
C -1.2786 -0.8763 -1.1494
C -0.3316 -1.9023 -0.5311
H -0.7700 -2.3458 0.3715
H -0.1200 -2.7050 -1.2398
H -0.8576 -0.5300 -2.0956
H -2.2367 -1.3476 -1.3693
C -2.2442 1.4287 -1.0777
O -1.5768 1.8246 -2.2484
H -0.8482 2.4110 -2.0205
H -3.1959 1.0147 -1.4187
H -2.4518 2.2979 -0.4391
C -2.3298 0.0315 1.0067
C -3.7219 -0.4505 0.7192
C -4.7817 0.4468 0.6721
C -6.0664 0.0000 0.4027
C -6.3193 -1.3448 0.1693
C -5.2688 -2.2420 0.2311
C -3.9868 -1.7997 0.5079
H -3.1837 -2.5187 0.5702
H -5.4519 -3.2925 0.0663
H -7.3231 -1.6786 -0.0421
C -7.1942 0.9888 0.3263
F -8.3645 0.4777 0.7388
F -6.9780 2.0884 1.0655
F -7.4000 1.4226 -0.9340
H -4.6125 1.4969 0.8565
H -2.3871 0.9384 1.6128
H -1.8116 -0.7294 1.5898
H 1.7690 0.2221 0.9892
H 2.7954 0.7614 -1.2388
H 7.2782 -1.0793 1.0725
H 9.4293 2.5293 -0.3155
H 10.3297 2.0622 1.1470
H 8.8629 3.0595 1.2952

Properties
HOMO energy	-7.8	eV
HOMO-LUMO gap	8.130	eV
E_LUMO	0.3	eV
relative energy (zero: lowest compared OMol25 entry of this formula, charge and spin)	29.8	kJ/mol

Question: Which formula does entry 8 have?
Answer: C4H9O3